[1]
16
Properties=species:S:1:pos:R:3:forces:R:3 method="wB97M-V/def2-TZVPD" homo_energy_ev=-8.66 e_lumo_ev=1.08 gap_ev=9.7 charge=0
H -3.4789 -0.1464 -0.8710 0.0898 0.0932 0.0040
H -3.3222 1.0354 0.4559 0.1168 -0.1235 -0.0862
H -0.8786 -1.0564 1.9828 -0.0753 0.0758 -0.1278
C -2.7699 0.4661 -0.3069 -0.1190 0.0735 -0.0913
H 2.8432 0.7658 -1.5600 0.0236 -0.1183 0.1572
H -2.3058 0.1344 2.1737 -0.0256 -0.0571 -0.0285
N -1.7471 -0.3969 0.2560 -0.0086 0.0240 0.4969
C 1.3450 -0.1260 0.5747 0.3566 0.0229 -0.3983
H -2.3034 1.1698 -1.0036 -0.0674 -0.1196 0.0715
C 3.2955 0.0998 -0.8198 0.1808 -0.0349 -0.2523
H 3.2808 -0.9251 -1.1977 -0.0292 0.1407 0.0457
O 2.6209 0.1883 0.4462 -0.2589 -0.0470 0.2391
O 0.8591 -0.5063 -0.5962 -0.0084 0.0792 0.3304
H -0.1080 -0.6629 -0.4387 -0.0386 0.0296 -0.0808
H 4.3199 0.4079 -0.6126 -0.1169 -0.0359 -0.0681
C -1.6506 -0.4477 1.5171 -0.0198 -0.0027 -0.2115

***

[2]
99
Properties=species:S:1:pos:R:3:forces:R:3 method="wB97M-V/def2-TZVPD" homo_energy_ev=-4.18 e_lumo_ev=1.41 gap_ev=5.6 charge=-1
O -5.1371 -1.5695 -2.9724 -0.0007 -0.0271 -0.0024
C -12.3057 -4.8292 -6.1597 -0.0541 -0.0054 -0.0757
H 0.4892 -0.0441 -0.0112 0.0674 -0.0048 -0.0066
C -8.6138 -4.0397 -3.4518 0.1215 0.0448 0.0203
H -5.0468 3.0257 3.2103 -0.0159 0.0041 -0.0422
O 3.9259 -2.0757 10.0343 0.0076 0.0160 0.0109
O -4.3318 -5.4563 -8.4574 -0.0129 0.0026 -0.0122
H -3.4044 -3.9244 -5.9649 -0.0556 0.0255 0.0045
O 0.6250 1.1838 -1.6855 0.0365 -0.0120 -0.0263
H -5.3743 1.3858 2.6058 -0.0113 0.0286 -0.0313
H 3.7826 3.3289 -1.1127 0.0210 -0.0792 0.0095
H -7.2587 -3.4422 -7.4372 -0.0554 -0.0611 -0.1188
H -2.9707 -4.4384 -4.3204 0.0219 0.0412 0.0632
C -4.0507 -2.2787 -3.2837 -0.0173 0.0431 0.0183
H -4.6255 -6.9581 -11.8247 -0.0335 0.0182 0.0011
H -12.5261 -4.7242 -7.2174 0.0345 0.0129 -0.0077
H -8.5808 -5.0502 -3.0495 -0.0520 -0.0044 0.0127
C 5.9818 -2.5128 11.6379 0.0671 -0.0290 0.0555
H -4.9839 -1.6949 -0.8997 0.0472 -0.0103 -0.0066
O -4.3348 2.8447 0.6716 0.0075 -0.0244 -0.0039
O 7.5788 3.0479 5.6842 0.0076 -0.0226 0.0052
O -5.4566 -5.8219 -10.3810 -0.0051 0.0004 0.0074
H -2.2098 -2.9940 -5.0284 -0.0075 0.0323 0.0766
O 5.8981 4.7024 -0.2453 -0.0226 -0.2754 0.6108
H 9.5812 4.0395 4.1941 -0.0880 -0.0086 0.0341
H -12.9778 -4.2054 -5.5738 0.0073 -0.0179 0.0406
O 5.7968 -1.2499 10.9940 -0.0062 0.0055 -0.0022
H 8.9781 7.1420 1.9202 -0.0807 0.0679 0.0148
B 7.1174 5.3904 -0.1851 -0.1053 0.1947 -0.1976
C -5.0840 -0.9464 -1.6832 -0.0631 0.0607 0.0480
C -10.4998 -4.4574 -4.7484 0.0089 -0.0014 0.0108
C 5.0351 4.8428 0.8792 -0.3616 0.0348 -0.0723
H -3.4469 -6.0101 -10.8838 0.0106 0.0008 0.0437
H 4.1186 2.5023 -2.6496 -0.0050 -0.0463 0.0364
C 5.4358 3.9386 2.0512 0.0539 0.0186 -0.0254
H -5.4914 -3.2984 -7.5012 0.0470 -0.0481 0.0212
H -0.9075 2.7180 -0.7630 0.0138 -0.0310 0.0658
H -9.1479 -3.3869 -2.7647 -0.0409 -0.0317 0.0103
H 6.8878 -2.4124 12.2276 0.0056 0.0348 -0.0116
H -4.5176 1.6093 4.1520 0.0356 -0.0047 -0.0060
C -3.1237 -3.5813 -4.9728 0.0283 -0.1301 -0.1709
H -0.7929 -0.1803 -1.2370 -0.0013 0.0209 -0.0278
H -12.4144 -5.8687 -5.8566 -0.0008 0.0057 0.0448
C 3.4468 3.1847 -2.1343 0.1317 0.0806 -0.0376
C 0.2757 -0.0618 -1.0784 -0.1366 -0.0697 0.0335
C -3.3723 2.4418 1.2751 -0.0079 -0.0224 0.0115
H 3.4246 4.1406 -2.6463 -0.0662 0.0016 -0.0025
O 2.7673 0.8291 -1.0605 -0.0139 0.0008 -0.0235
H 7.7008 1.7006 9.1145 0.0619 -0.0202 -0.0217
H -7.6063 -3.6663 -3.6113 -0.0095 0.0137 -0.0350
H 6.6845 1.5865 7.6610 -0.0175 0.0382 -0.0311
H -6.0228 -0.4125 -1.5744 -0.0064 -0.0026 -0.0346
H 5.1373 -2.7407 12.2855 -0.0288 -0.0144 -0.0313
H -2.2180 3.9081 -0.5871 -0.0854 -0.0120 0.0333
C -5.2973 -5.3050 -9.1628 0.0092 0.0110 -0.0046
H 5.4982 4.5046 2.9818 -0.0254 -0.0405 -0.0080
O 4.6653 0.0288 9.6748 0.0100 0.0208 -0.0021
O 8.6892 2.0666 7.3882 -0.0020 0.0142 -0.0054
O -2.1301 2.3700 0.8160 0.0284 0.0053 0.0034
H 8.0293 8.5828 -0.4321 -0.0141 0.0014 0.0923
O 8.1152 4.7273 -0.8711 0.3928 -0.0851 0.0797
O -3.3832 1.9814 2.5287 0.0014 0.0036 -0.0149
H 0.8083 -0.8860 -1.5484 0.0617 0.0186 0.0213
H 4.7353 3.1122 2.1877 0.0255 -0.0005 0.0142
H 6.4206 3.5079 1.8679 0.0021 0.0368 0.0066
O 9.7547 2.4529 5.5470 0.0187 0.0132 0.0137
H 4.0264 4.5754 0.5469 0.0395 0.0442 -0.0413
O -9.2388 -4.0318 -4.7407 0.0332 0.0041 -0.0326
H -6.2472 -4.7471 -6.7893 0.0684 -0.0160 -0.0125
O -6.3809 -4.5957 -8.8612 0.0183 -0.0290 0.0107
C -4.3525 -6.6111 -10.8330 0.0147 -0.0456 -0.0821
C 8.5786 2.5733 6.1531 0.0031 -0.0091 -0.0127
H -4.1912 -7.4596 -10.1713 0.0210 0.0213 0.0339
C 3.5526 0.2448 8.7982 -0.0209 0.0886 -0.0649
C 1.9246 1.5054 -1.5879 -0.0028 -0.0166 0.0025
C -6.3300 -3.9891 -7.5656 -0.0888 0.1852 0.1980
C 9.7897 2.9722 4.2082 0.0769 0.0422 -0.1648
C 4.7160 -1.1856 10.2145 0.0122 -0.0013 -0.0098
H 4.9964 5.8840 1.2045 0.1486 0.0228 -0.0759
H 7.1763 3.1818 8.2768 -0.0297 0.0053 -0.0539
O -4.2177 -2.7807 -4.5058 -0.0174 -0.0382 -0.0337
H 6.1015 -3.3048 10.9014 -0.0428 -0.0059 -0.0112
C 7.4819 2.1450 8.1480 -0.0439 -0.0527 0.1388
O 2.0974 2.6826 -2.1708 -0.0118 0.0381 -0.0096
C -4.6676 2.0073 3.1530 -0.0207 -0.0234 0.0853
In 7.5857 7.4104 0.8325 0.0685 -0.0141 -0.0478
O -3.0890 -2.4378 -2.5790 0.0093 0.0074 -0.0036
O -10.9514 -4.3974 -6.0014 0.0055 0.0013 0.0024
H 3.6530 1.2650 8.4415 0.0340 0.0047 0.0172
H 6.1764 8.0221 1.7502 0.0594 -0.0067 0.0028
H 2.6144 0.1270 9.3363 0.0004 -0.0513 0.0033
H 7.8964 3.7902 -0.9454 -0.2076 -0.0207 -0.3058
C -1.9551 2.8543 -0.5229 0.0644 0.0565 -0.1215
H 3.5868 -0.4471 7.9596 -0.0145 -0.0411 0.0238
H 9.0750 2.4496 3.5762 -0.0642 0.0347 0.0338
H -2.5671 2.2798 -1.2162 -0.0510 0.0291 0.0083
O -11.1259 -4.8325 -3.7913 0.0075 0.0048 -0.0153
H -4.2526 -0.2467 -1.6296 0.0291 -0.0231 0.0048
H 10.7980 2.7924 3.8489 0.0185 -0.0267 0.0580

***

[3]
24
Properties=species:S:1:pos:R:3:forces:R:3 method="wB97M-V/def2-TZVPD" s2=0.766 homo_energy_ev="-13.18 / -13.06" spin_multiplicity=2 e_lumo_ev="-3.90 / -9.38" gap_ev="9.3 / 3.7" charge=+1
H -3.2328 -0.3376 0.8693 0.0533 -0.3271 0.3954
N 1.2094 -0.5784 0.7778 0.0509 -1.5108 0.1216
H 0.4953 -0.3402 0.1048 -0.0486 0.0209 0.0369
C -1.1388 1.5311 -1.0171 0.2116 0.4464 -0.0237
H -1.3788 0.8929 0.9189 0.8527 0.3348 2.1137
H -0.7325 3.5677 -0.2689 -0.3999 0.1449 -0.0828
C -0.2485 2.6423 -0.5421 0.4186 -1.1149 0.1991
C 2.2626 -1.2602 -1.3369 -0.1317 0.9284 0.3134
H 0.7786 -2.1872 2.1678 0.3707 -0.0469 -0.0591
C 2.0858 -1.5047 0.1447 -0.1718 0.3633 -0.7064
H -2.4713 -1.1680 -0.5175 -0.0009 0.0034 -0.2681
H 1.3675 -0.8583 -1.8060 -0.3724 -0.2079 -0.0320
H 1.1219 -0.5565 2.8738 0.3569 -0.3260 0.2945
C -2.8005 -0.2089 -0.1094 -0.1002 0.9194 0.0984
O 2.6601 -2.3628 0.7486 0.0508 -0.1007 0.3197
H 2.9459 -0.4077 -1.3925 0.4224 -0.3494 -0.2598
N -1.7134 0.7228 0.0194 -1.0264 -0.4794 -1.4467
C 0.6832 -1.1143 2.0576 -0.6818 1.2531 -0.1390
H -0.3840 -0.8814 2.1245 -0.1452 -0.0375 -0.0861
H -3.5489 0.2874 -0.7291 0.0280 -0.3964 -0.5317
H 0.4355 2.7685 -1.3546 0.3903 0.5825 -0.5040
O -1.3508 1.1937 -2.1474 -0.2720 -0.1430 0.0141
H 0.3556 2.2887 0.2995 -0.1332 0.0793 0.1088
H 2.5989 -2.1289 -1.8851 0.2778 -0.0365 0.1238

***

[4]
19
Properties=species:S:1:pos:R:3:forces:R:3 method="wB97M-V/def2-TZVPD" homo_energy_ev="-7.43 / -7.43" e_lumo_ev="0.32 / 0.32" gap_ev="7.8 / 7.8" charge=0
H -1.4478 0.7812 0.9856 1.0108 0.3024 0.1386
C -0.6685 0.7927 -1.3351 -0.4493 1.4349 1.6327
H -0.7755 1.4514 3.0464 -1.1540 -0.1587 1.5419
H 2.3743 -2.2597 -1.3949 -0.8886 0.7574 0.1488
Cl -2.7796 -1.1658 1.5377 -1.7253 0.9552 -0.1898
H -1.7686 -1.8069 1.8649 1.4260 -0.8571 0.1790
H 2.1672 -0.5634 -0.7122 -0.4177 -1.1630 0.1624
H -0.6509 0.2563 -3.1933 -0.8257 0.5128 -0.1856
Br 1.7260 1.9788 2.5329 -1.1933 -0.2031 -0.0274
H 1.0402 -0.9724 -1.9580 1.2160 -1.4040 1.2368
C 0.6758 -1.9595 -0.1608 -1.0592 -0.3524 1.5948
C 0.1012 1.2804 -0.1622 0.1162 0.4545 -2.0201
H -1.7593 0.5840 -1.0563 1.2022 -0.5637 -0.5504
C -0.1012 1.4370 2.2703 2.4731 0.2654 -2.3630
N -0.1776 0.8344 -2.5129 0.7322 -0.8738 0.4490
N -0.1125 -2.2758 0.6159 0.4011 -0.1316 -0.2720
H 1.0054 1.9083 -0.3204 -0.6721 -0.9134 0.4144
C 1.6280 -1.4835 -1.0779 1.2018 2.0555 -2.8000
N -0.4766 1.1824 1.0302 -1.3942 -0.1173 0.9100

***

no.,strongest force on any atom (Eh/bohr)
1,0.0104
2,0.0130
3,0.0448
4,0.0715